# 1
Entry from the Open Molecules 2025 dataset: a cluster of 4 separate species, C24H54NO4P in total (ωB97M-V/def2-TZVPD).

Values from the calculation:
E_LUMO in eV: 0.512
Charge: 0
Orbital gap in eV: 10.32

```
84
Properties=species:S:1:pos:R:3:forces:R:3:mulliken_charge:R:1
C 0.5312 2.2004 2.0213 0.07 0.15 -0.43 -1.513
C 1.4407 1.7089 0.8944 -0.04 -0.05 0.32 0.192
C 0.7059 0.7996 -0.0731 -0.31 0.01 -0.40 -0.592
N 1.3833 0.6244 -1.3782 0.10 0.02 0.15 -0.245
C 2.8106 0.6426 -1.3564 0.18 -0.13 -0.64 -0.007
O 3.3073 -0.1612 -2.4511 0.07 -0.19 0.64 -0.493
C 4.6191 0.2170 -2.5006 0.16 -0.07 -0.28 0.509
O 5.5584 -0.5043 -2.5566 -0.33 0.31 -0.45 -0.500
O 4.6634 1.5801 -2.4244 0.14 -0.25 0.47 -0.251
C 3.5103 1.9890 -1.6650 0.12 -0.13 0.21 0.101
P 2.5604 3.3320 -2.4793 -0.20 0.75 0.37 0.359
O 2.4174 4.5114 -1.5904 -0.01 -0.11 0.10 -0.632
H 0.1889 1.3931 2.6676 0.04 0.00 0.07 0.283
H -0.3407 2.6907 1.5839 -0.08 -0.01 0.10 0.361
H 1.0664 2.9544 2.5963 -0.08 -0.11 0.23 0.442
H 1.8027 2.5970 0.3707 0.06 -0.04 -0.09 0.043
H 2.2938 1.1903 1.3403 0.10 0.09 -0.11 0.342
H 0.4791 -0.1776 0.3662 0.17 0.03 0.25 0.259
H -0.2608 1.2659 -0.2823 -0.01 -0.06 -0.06 0.301
H 1.1051 -0.2515 -1.8026 -0.08 0.06 -0.05 0.253
H 3.2799 0.2156 -0.4599 -0.25 0.06 0.20 0.296
H 3.8496 2.4230 -0.7217 0.11 0.22 -0.12 0.361
H 3.2749 3.6053 -3.6588 -0.02 -0.35 -0.12 0.075
H 1.3290 2.7788 -2.8484 0.13 -0.20 -0.34 0.072
C -3.1209 -0.3553 0.9797 -0.04 0.06 0.08 -0.819
C -3.1318 -0.0391 2.4720 0.08 0.02 -0.04 -0.444
C -2.4044 -1.0860 3.3139 0.00 0.03 0.03 -0.528
C -3.0165 -2.4862 3.2593 0.01 -0.02 -0.05 -0.777
C -4.4821 -2.5635 3.6824 0.02 -0.07 0.08 -0.027
C -4.7235 -2.1498 5.1311 -0.05 0.01 -0.08 -1.441
H -3.6307 -1.2933 0.7546 0.02 -0.01 0.00 0.163
H -3.6156 0.4311 0.4083 0.03 0.00 -0.02 0.397
H -2.0892 -0.4343 0.6284 -0.03 -0.05 -0.08 0.087
H -4.1597 0.0791 2.8244 -0.01 -0.01 0.00 0.325
H -2.6466 0.9289 2.6255 -0.02 0.01 0.03 0.331
H -2.3626 -0.7425 4.3510 -0.01 -0.01 0.01 0.354
H -1.3635 -1.1502 2.9781 0.00 0.01 -0.01 0.278
H -2.4273 -3.1493 3.9006 -0.01 -0.01 0.01 0.395
H -2.9202 -2.8878 2.2460 0.01 0.00 0.00 0.250
H -4.8206 -3.5946 3.5481 -0.04 0.01 -0.02 0.191
H -5.0987 -1.9518 3.0179 0.00 -0.01 -0.02 0.252
H -4.1474 -2.7766 5.8148 0.03 0.02 0.01 0.305
H -5.7772 -2.2524 5.3932 0.00 0.00 0.02 0.418
H -4.4430 -1.1104 5.3075 0.01 0.00 0.01 0.317
C -4.1775 -5.1812 -0.0223 -0.07 0.07 -0.02 -1.241
C -5.5783 -5.0220 0.5621 0.10 0.02 0.04 -0.069
C -6.0476 -6.2376 1.3591 -0.03 0.01 0.02 -0.711
C -6.1638 -7.5307 0.5506 0.03 0.00 -0.02 -0.869
C -7.0944 -7.4503 -0.6585 -0.07 -0.04 0.05 -0.368
C -8.5433 -7.1421 -0.2918 0.05 0.02 -0.08 -1.194
H -4.1254 -6.0093 -0.7304 0.01 -0.01 0.01 0.402
H -3.8740 -4.2779 -0.5543 0.02 0.00 0.00 0.348
H -3.4459 -5.3647 0.7680 0.01 -0.04 0.00 0.237
H -6.2867 -4.7986 -0.2401 -0.02 -0.01 0.01 0.309
H -5.5858 -4.1513 1.2238 -0.03 0.02 -0.02 0.088
H -7.0109 -6.0073 1.8222 -0.01 -0.01 0.00 0.368
H -5.3512 -6.4080 2.1867 0.01 0.01 0.00 0.396
H -6.5163 -8.3248 1.2162 -0.01 -0.01 -0.01 0.401
H -5.1714 -7.8424 0.2135 0.01 0.01 0.01 0.320
H -7.0585 -8.4071 -1.1853 0.01 0.01 -0.03 0.381
H -6.7289 -6.7009 -1.3658 0.02 0.00 0.00 0.229
H -8.9423 -7.9008 0.3845 0.00 0.02 0.03 0.294
H -9.1738 -7.1242 -1.1815 -0.02 0.00 0.01 0.377
H -8.6391 -6.1711 0.1963 -0.01 0.00 0.01 0.283
C 7.8259 7.1156 -4.5764 -0.05 0.06 0.05 -1.189
C 7.8631 7.2975 -3.0619 0.06 -0.01 -0.06 -0.307
C 8.3756 6.0683 -2.3130 0.00 0.00 0.03 -0.830
C 7.5243 4.8097 -2.4864 -0.01 -0.01 -0.04 -0.845
C 6.0624 4.9643 -2.0717 -0.02 -0.03 0.09 0.631
C 5.8715 5.2965 -0.5956 -0.10 0.01 -0.04 -1.369
H 7.1503 6.3109 -4.8699 0.01 -0.01 -0.01 0.274
H 7.4822 8.0263 -5.0687 0.01 0.00 -0.02 0.377
H 8.8194 6.8811 -4.9642 0.00 -0.04 -0.01 0.297
H 6.8672 7.5690 -2.7016 0.00 0.00 0.02 0.219
H 8.5126 8.1436 -2.8225 -0.02 0.02 0.01 0.387
H 8.4589 6.3103 -1.2500 -0.01 -0.01 0.01 0.313
H 9.3933 5.8471 -2.6502 0.00 0.01 -0.01 0.397
H 7.9747 4.0018 -1.9013 -0.01 -0.01 0.01 0.428
H 7.5647 4.4807 -3.5286 0.01 0.01 0.00 0.313
H 5.5469 4.0242 -2.2861 0.02 0.00 -0.06 -0.480
H 5.5726 5.7284 -2.6819 0.00 -0.01 -0.02 0.282
H 6.3164 4.5231 0.0361 0.05 0.02 0.01 0.277
H 4.8092 5.3616 -0.3553 0.00 0.00 0.00 0.358
H 6.3294 6.2513 -0.3327 0.02 -0.01 0.01 0.441
```
Positions in Å, forces in eV/Å.


# 2
Entry from the Open Molecules 2025 dataset: a cluster of 4 separate species, C24H55N5O11P2 in total (ωB97M-V/def2-TZVPD).

Values from the calculation:
E_LUMO in eV: -0.862
Charge: 0
Orbital gap in eV: 7.56

```
97
Properties=species:S:1:pos:R:3:forces:R:3:mulliken_charge:R:1
C 0.4407 4.3847 1.6272 -0.95 -0.76 0.47 -0.672
P 1.3081 3.8014 -0.0149 0.54 2.21 0.33 -0.004
O 0.1575 4.0935 -1.2887 0.68 0.70 1.44 -0.474
C 1.6983 1.9104 0.1385 0.46 -2.14 0.23 1.132
O 2.8467 1.5768 -0.7541 -0.83 0.77 2.06 -0.583
C 2.1756 1.4964 1.6874 -3.29 -0.01 9.02 -0.074
N 2.0504 1.3588 2.9916 1.49 1.19 -12.12 -0.472
C 0.3727 1.0276 -0.3501 0.95 -1.96 -0.02 -0.152
C 0.9712 -0.4565 -0.8366 4.46 -7.57 -1.66 -0.167
N 1.5723 -1.5931 -1.1209 -5.83 10.85 2.73 -0.556
C -0.6458 0.7466 0.9181 -0.42 0.10 -0.28 -0.481
P -2.5148 0.6588 0.3754 -2.09 -2.52 -1.90 0.924
O -2.7426 -0.5387 -0.6324 0.61 4.43 3.75 -0.558
O -3.4163 0.4654 1.8941 3.13 1.98 -2.04 -0.427
O -3.0588 2.2157 -0.2812 0.03 -3.04 1.23 -0.570
H -0.5225 3.7403 1.8769 1.87 1.52 -0.40 0.001
H 1.1946 4.2967 2.5227 -1.38 0.14 -1.88 0.315
H 0.1318 5.5039 1.4814 0.63 -2.16 0.19 0.371
H 0.1835 5.0946 -1.4810 0.18 -2.33 0.46 0.336
H 3.7132 1.6413 -0.2420 -1.78 0.04 -0.82 0.390
H -0.1588 1.5029 -1.2852 1.22 -0.75 1.92 0.689
H -0.6132 1.5650 1.7559 0.43 -1.65 -1.59 0.080
H -0.3872 -0.3437 1.3071 -0.82 2.48 -0.50 0.390
H -2.9760 1.1124 2.5509 -1.05 -1.40 -1.06 0.296
H -4.0129 2.1229 -0.6042 1.83 -0.14 0.63 0.337
C -4.6403 1.2386 4.6561 0.04 -0.30 0.04 -0.886
O -3.2849 1.5517 4.9515 -0.21 0.28 -0.54 -0.408
C -2.9640 2.9373 4.7966 0.42 0.18 0.58 -0.558
C -2.8002 3.6283 6.1626 -0.51 -0.26 -0.34 -0.280
N -4.0838 3.7700 6.8546 0.27 -0.04 0.03 -0.341
C -3.9712 4.1170 8.2778 -0.10 -0.35 -0.09 -0.700
C -3.1714 3.1662 9.1933 -0.33 0.21 0.28 -0.455
O -3.7901 1.9003 9.4245 0.38 0.27 -0.29 -0.435
C -3.6379 0.9658 8.3639 -0.16 -0.19 0.54 -0.462
H -4.7218 0.1535 4.5434 0.13 0.18 0.00 0.235
H -5.2970 1.5386 5.4714 -0.21 0.12 -0.01 0.355
H -4.9670 1.7086 3.7217 -0.03 -0.01 0.13 0.422
H -3.6877 3.4622 4.1606 -0.12 -0.13 0.18 0.422
H -1.9966 2.9706 4.2830 0.02 0.05 0.06 0.231
H -2.3591 4.6202 6.0144 -0.04 -0.04 0.00 0.404
H -2.0957 3.0285 6.7447 0.22 -0.02 -0.10 0.156
H -4.6006 2.9018 6.7857 0.09 0.11 -0.04 0.095
H -4.9964 4.1640 8.6612 0.15 0.03 0.06 0.371
H -3.5565 5.1279 8.3593 0.09 -0.09 0.01 0.383
H -3.1144 3.6463 10.1775 -0.08 -0.09 -0.10 0.355
H -2.1318 3.0383 8.8703 -0.07 -0.11 -0.17 0.338
H -2.6639 1.0439 7.8752 -0.05 0.09 -0.07 0.260
H -4.4462 1.0862 7.6484 0.02 -0.06 -0.35 0.120
H -3.7309 -0.0434 8.7821 0.05 0.24 0.04 0.332
C 9.2005 -4.4985 -2.2186 0.09 0.33 -0.28 -0.699
O 8.3901 -3.6570 -3.0295 0.04 -0.60 0.11 -0.325
C 7.1817 -4.2766 -3.4798 -0.48 0.55 -0.02 -0.798
C 5.9579 -3.7270 -2.7246 0.55 -0.43 0.14 -0.121
N 5.9359 -4.1764 -1.3302 -0.06 0.24 -0.12 -0.353
C 4.9952 -3.4445 -0.4711 0.30 0.04 0.01 -0.848
C 5.1624 -1.9147 -0.3541 -0.30 -0.20 0.37 -0.092
O 6.3282 -1.4948 0.3554 -0.10 0.03 -0.43 -0.471
C 7.5301 -1.5425 -0.4025 -0.04 0.30 0.51 -0.530
H 10.1951 -4.0483 -2.1490 -0.18 0.02 -0.08 0.230
H 8.7981 -4.5737 -1.2095 -0.01 -0.22 0.17 0.294
H 9.3037 -5.4986 -2.6546 -0.06 0.06 0.08 0.326
H 7.2325 -5.3714 -3.4279 0.06 0.14 0.20 0.393
H 7.0759 -4.0064 -4.5364 -0.01 -0.03 0.09 0.392
H 5.0437 -4.0633 -3.2261 0.05 0.01 0.05 0.382
H 5.9997 -2.6369 -2.7931 -0.02 0.09 -0.21 0.118
H 6.8616 -4.0800 -0.9312 -0.09 -0.02 -0.12 0.119
H 5.1066 -3.8693 0.5325 -0.09 0.12 -0.05 0.391
H 3.9743 -3.6706 -0.7988 0.06 0.16 -0.04 0.369
H 4.3145 -1.5468 0.2360 0.11 -0.08 -0.02 0.187
H 5.0893 -1.4029 -1.3206 0.17 -0.09 -0.06 0.295
H 7.3737 -1.2768 -1.4506 -0.03 -0.14 -0.02 0.277
H 7.9844 -2.5248 -0.3107 0.18 -0.15 -0.26 0.133
H 8.2358 -0.8239 0.0309 -0.22 -0.06 -0.01 0.317
C -1.9088 -1.4673 -3.3018 0.29 -0.19 -0.07 -0.567
O -1.6050 -2.2020 -4.4810 -0.40 -0.19 0.21 -0.358
C -2.5860 -3.1876 -4.8175 0.12 0.08 -0.63 -0.777
C -3.4311 -2.7440 -6.0255 0.08 0.18 0.68 -0.196
N -4.3300 -1.6396 -5.6807 0.09 -0.04 -0.30 -0.307
C -4.9227 -0.9552 -6.8378 0.32 0.13 0.27 -0.689
C -3.9673 -0.3312 -7.8768 -0.42 0.24 -0.02 -0.461
O -3.2475 0.8118 -7.4142 0.02 -0.49 -0.12 -0.436
C -2.1226 0.5111 -6.5983 -0.04 0.51 -0.20 -0.458
H -1.0022 -0.9436 -2.9845 -0.07 -0.17 -0.11 0.060
H -2.6753 -0.7182 -3.4949 -0.23 0.08 0.18 0.280
H -2.2292 -2.1276 -2.4881 0.00 0.18 -0.13 0.400
H -3.2147 -3.4571 -3.9595 0.03 0.25 -0.06 0.365
H -2.0290 -4.0858 -5.1065 -0.07 0.05 0.00 0.409
H -4.0241 -3.5934 -6.3822 0.00 0.05 0.03 0.407
H -2.7350 -2.4606 -6.8191 0.14 -0.16 -0.08 0.132
H -3.8237 -0.9510 -5.1375 -0.02 -0.16 -0.01 0.042
H -5.5428 -0.1496 -6.4296 0.02 -0.04 -0.16 0.370
H -5.6012 -1.6504 -7.3450 0.12 0.00 -0.06 0.383
H -4.5901 0.0320 -8.7031 0.06 0.04 0.13 0.344
H -3.2871 -1.0648 -8.3247 0.10 -0.01 0.20 0.346
H -1.6065 -0.3974 -6.9171 -0.10 -0.06 0.09 0.263
H -2.4297 0.4432 -5.5586 0.15 -0.23 0.23 0.114
H -1.4172 1.3476 -6.6677 -0.18 -0.11 -0.12 0.323
```
Positions in Å, forces in eV/Å.